(1)
Entry from the OMol25 dataset: a cluster of 2 separate species, C6H9F in total (ωB97M-V/def2-TZVPD).

## Properties
LUMO level = 1.0 eV
Frontier orbital gap = 10.3 eV
SMILES = C/C=C\F.C=C=C
Strongest force on any atom = 4.12 eV/Å

Geometry as XYZ:
```
16
Properties=species:S:1:pos:R:3:forces:R:3:lowdin_charge:R:1
C -0.639 1.725 0.458 -0.4 -0.7 0.5 -0.11
C 1.326 0.156 -0.851 1.2 -0.1 -0.8 -0.02
C -1.431 0.478 0.572 0.0 0.9 -2.4 -0.15
C 1.386 -0.881 -0.110 0.1 -0.5 -0.3 -0.22
C 1.633 -2.019 0.399 0.3 -3.5 2.1 -0.02
C -1.870 -0.239 -0.448 0.3 -2.1 0.1 -0.15
F -1.520 -0.028 -1.753 -0.4 0.3 0.8 -0.01
H -0.424 1.865 -0.569 0.4 0.6 -0.7 0.06
H 0.241 1.613 1.072 0.5 0.1 0.0 0.08
H 1.332 1.074 -0.328 -0.1 0.9 -0.7 0.04
H 1.564 -0.088 -1.886 -0.2 0.9 0.0 0.10
H -1.677 0.186 1.521 -0.8 -1.0 2.2 0.08
H -1.157 2.553 0.865 -0.8 1.0 0.3 0.07
H 0.904 -2.862 0.575 0.5 1.3 -0.2 0.08
H 2.645 -2.266 0.800 -0.7 0.4 -0.6 0.07
H -2.313 -1.265 -0.316 0.1 1.4 -0.3 0.13
```
Positions in Å, forces in eV/Å.

(2)
Entry from the OMol25 dataset: the molecule C6H9F (ωB97M-V/def2-TZVPD).

## Properties
LUMO level = 1.2 eV
Frontier orbital gap = 10.2 eV
SMILES = C[C@H]1C[C@H]2C[C@]21F
Strongest force on any atom = 3.96 eV/Å

Geometry as XYZ:
```
16
Properties=species:S:1:pos:R:3:forces:R:3:lowdin_charge:R:1
C -0.574 0.849 -0.764 -0.3 2.2 -0.3 -0.14
C 0.988 0.851 1.104 -0.7 -0.2 -2.3 -0.02
C 0.791 1.365 -0.325 0.8 -3.8 0.6 -0.13
C -0.230 -0.662 -0.563 -1.0 1.9 1.5 -0.25
C 1.101 -0.183 -0.005 -0.7 1.7 0.5 -0.36
C -1.234 -1.483 0.305 1.6 -2.2 0.7 -0.06
F 2.222 -0.910 -0.252 0.1 0.2 0.4 0.05
H -1.250 1.429 -0.097 -0.6 -1.2 -0.4 0.12
H -0.771 1.176 -1.799 -0.2 -0.5 0.3 0.11
H 1.805 1.125 1.680 1.9 0.3 0.5 0.09
H 0.104 0.989 1.664 -1.1 -0.5 0.8 0.09
H 1.416 1.952 -0.923 0.9 1.0 -0.3 0.11
H -0.008 -1.070 -1.546 -0.4 -0.4 0.0 0.14
H -1.354 -1.346 1.469 0.5 0.5 -2.4 0.11
H -0.785 -2.524 0.204 -0.8 0.8 0.4 0.08
H -2.221 -1.560 -0.151 0.0 0.3 0.0 0.06
```
Positions in Å, forces in eV/Å.

(3)
Entry from the OMol25 dataset: the ion C6H9F2N2 with charge +1 (ωB97M-V/def2-TZVPD).

## Properties
LUMO level = -3.9 eV
Frontier orbital gap = 9.1 eV
SMILES = N[C@@]1(F)CC([NH3+])=CC=C1F
Strongest force on any atom = 6.02 eV/Å
Charge = +1

Geometry as XYZ:
```
19
Properties=species:S:1:pos:R:3:forces:R:3:lowdin_charge:R:1
C -0.455 1.227 -1.086 0.3 0.2 -0.4 -0.01
C 0.564 1.849 -0.254 1.0 0.3 0.1 0.02
C -0.931 0.024 -0.779 0.6 2.6 0.7 -0.31
C 1.333 1.095 0.556 -1.0 -0.3 1.9 -0.15
C -0.575 -0.604 0.497 2.2 2.1 2.3 -0.01
C 1.050 -0.405 0.868 -2.3 0.3 -3.2 -0.45
N 1.319 -0.884 2.118 3.2 2.6 1.2 0.14
N -1.848 -0.643 -1.645 1.3 -5.7 1.3 0.24
F 2.236 1.583 1.428 -0.2 0.1 -1.1 0.10
F 1.793 -1.114 -0.113 -0.1 0.0 -0.3 0.00
H -0.726 1.811 -1.965 -0.2 -0.4 0.1 0.14
H 0.734 2.924 -0.439 0.2 -0.8 0.5 0.14
H -0.939 0.089 1.367 -0.1 -1.6 -1.4 0.18
H -0.933 -1.608 0.521 0.0 -0.9 0.7 0.11
H 1.112 -1.832 2.109 -0.3 -2.2 0.4 0.07
H 2.382 -0.739 2.354 -2.8 -0.4 -0.4 0.18
H -2.544 -1.251 -1.096 1.1 1.0 -0.8 0.22
H -1.192 -1.356 -2.150 -1.9 1.2 0.4 0.24
H -2.381 -0.164 -2.289 -1.1 2.0 -1.9 0.14
```
Positions in Å, forces in eV/Å.

(4)
Entry from the OMol25 dataset: the ion C6H9F3N3 with charge +1 (ωB97M-V/def2-TZVPD).

## Properties
LUMO level = -3.8 eV
Frontier orbital gap = 8.5 eV
SMILES = CC(/N=C(/N)[NH3+])=C(F)/C(F)=C/F
Strongest force on any atom = 5.19 eV/Å
Charge = +1

Geometry as XYZ:
```
21
Properties=species:S:1:pos:R:3:forces:R:3:lowdin_charge:R:1
C 1.194 -1.007 -0.079 0.4 -1.5 -0.3 -0.18
C 1.973 0.183 0.137 -2.1 1.0 -0.8 -0.19
C -0.123 -1.224 0.049 1.3 -1.2 -0.2 -0.23
C 3.172 0.361 0.597 1.7 -0.8 -0.3 -0.04
C -1.149 0.896 0.349 -3.2 4.0 -1.0 -0.32
C -0.757 -2.600 -0.029 -0.1 -1.3 0.8 0.00
N -0.818 -0.205 0.654 -0.1 -1.3 1.2 0.18
N -1.826 1.916 1.007 1.2 -2.0 -2.0 0.19
N -1.359 1.323 -1.254 -0.7 2.0 -0.4 0.21
F 2.008 -2.046 -0.341 -0.1 -0.4 -0.2 0.10
F 1.302 1.294 -0.288 -0.3 0.6 0.1 0.05
F 3.669 1.588 0.671 0.3 -0.3 0.1 0.09
H 3.827 -0.516 0.669 0.0 0.7 0.7 0.16
H -1.809 -2.632 -0.311 0.1 0.5 -0.4 0.08
H -0.793 -3.062 0.975 0.1 0.6 0.0 0.10
H -0.246 -3.429 -0.567 0.1 1.3 -0.2 0.10
H -1.753 2.007 1.962 0.3 -0.1 2.5 0.09
H -2.215 2.698 0.551 -0.1 0.6 -0.7 0.09
H -2.428 1.160 -1.397 2.7 -0.5 -0.5 0.20
H -0.608 0.930 -1.873 -1.4 -0.5 0.5 0.16
H -1.261 2.368 -1.483 0.0 -1.6 0.9 0.17
```
Positions in Å, forces in eV/Å.

(5)
Entry from the OMol25 dataset: the ion C6H9F3NO6S2 with charge -1 (ωB97M-V/def2-TZVPD).

## Properties
LUMO level = 2.1 eV
Frontier orbital gap = 7.9 eV
SMILES = O=COCCCCS(=O)(=O)N=[S@](=O)([O-])C(F)(F)F
Strongest force on any atom = 9.59 eV/Å
Charge = -1

Geometry as XYZ:
```
27
Properties=species:S:1:pos:R:3:forces:R:3:lowdin_charge:R:1
O -4.439 2.858 2.305 7.7 -2.6 2.9 -0.04
C -3.259 2.430 2.762 -4.8 1.1 -3.1 -0.17
O -2.156 2.046 1.864 -3.0 -0.3 2.7 -0.16
C -2.180 0.559 1.663 0.8 -0.6 -1.6 -0.18
C -0.619 0.149 1.277 -0.2 0.6 0.9 -0.17
C -0.262 -1.432 1.523 -0.6 -0.4 0.4 -0.23
C -0.328 -2.378 0.187 -0.1 -0.6 2.6 -0.26
S 0.617 -1.731 -1.296 1.1 -2.4 -7.7 0.69
O 1.468 -2.949 -1.830 -2.8 3.6 2.8 -0.45
O -0.449 -1.361 -2.383 2.6 -0.6 4.3 -0.45
N 1.732 -0.430 -0.953 -0.3 0.3 -1.4 -0.37
S 2.708 -0.010 -2.343 1.7 -9.2 -2.1 0.76
O 2.208 -0.656 -3.685 1.2 3.6 4.6 -0.39
O 4.145 -0.592 -2.048 -4.7 3.7 -0.5 -0.40
C 2.806 1.848 -2.685 0.3 4.7 -1.3 -0.29
F 2.894 2.071 -4.176 -0.3 -0.7 5.1 -0.02
F 1.627 2.613 -2.213 3.9 -2.4 -1.5 -0.01
F 4.024 2.494 -2.118 -4.1 -2.0 -1.7 -0.02
H -3.090 2.294 3.926 0.0 0.3 -2.4 0.16
H -2.600 -0.006 2.598 0.8 1.1 -1.7 0.12
H -2.830 0.396 0.681 1.1 0.1 2.4 0.15
H 0.059 0.765 2.040 -1.4 -1.2 -1.9 0.13
H -0.468 0.517 0.159 0.1 -0.9 2.5 0.12
H 0.776 -1.612 2.083 -2.2 0.7 -1.5 0.13
H -1.088 -1.847 2.274 1.7 0.7 -1.5 0.11
H 0.148 -3.430 0.489 -0.8 2.4 -1.0 0.12
H -1.443 -2.606 -0.100 2.3 0.9 0.0 0.12
```
Positions in Å, forces in eV/Å.

(6)
Entry from the OMol25 dataset: a structure of composition C6H9F4N5O9S4V (ωB97M-V/def2-TZVPD).

## Properties
2S+1 = 2
LUMO level (spin up / spin down) = -2.4 / -2.1 eV
Frontier orbital gap (spin up / spin down) = 8.7 / 9.1 eV
Strongest force on any atom = 14.46 eV/Å
<S²> = 0.790

Geometry as XYZ:
```
38
Properties=species:S:1:pos:R:3:forces:R:3:lowdin_charge:R:1
O -0.124 -1.741 0.184 0.2 2.5 -1.9 -0.25
V 0.003 -0.349 -0.560 -0.3 -3.3 2.7 0.91
N 0.399 1.003 0.915 4.5 2.3 -4.8 -0.36
S 1.349 2.447 0.856 4.6 3.9 -4.1 0.57
O 2.612 2.488 1.552 -2.1 -1.3 0.4 -0.22
O 0.603 3.660 0.720 -0.8 -1.3 1.3 -0.21
F 1.898 2.387 -0.629 -0.5 -1.6 -0.4 -0.18
S -0.122 1.347 2.254 -8.1 -3.4 11.5 0.41
O -1.299 2.188 2.340 2.4 1.9 -0.6 -0.24
O 0.681 1.066 3.456 0.2 2.1 -2.8 -0.23
F -1.008 0.052 2.365 -0.4 -2.7 -0.6 -0.22
N 0.231 0.474 -2.407 -2.0 2.5 0.0 -0.40
S -0.590 1.780 -3.054 -6.0 4.0 1.4 0.59
O -1.772 1.423 -3.811 2.3 -0.1 0.4 -0.24
O 0.138 2.991 -3.369 -0.3 -2.7 0.5 -0.19
F -1.330 2.083 -1.640 1.2 0.3 -0.2 -0.22
S 1.077 0.272 -3.654 7.9 -6.9 -6.6 0.46
O 2.353 0.940 -3.761 -1.9 0.6 0.9 -0.24
O 0.469 -0.145 -4.910 -0.7 2.2 1.9 -0.22
F 1.594 -1.220 -3.248 -0.3 0.3 0.9 -0.22
C -4.835 0.531 -0.590 1.8 -1.1 -0.2 0.01
C -3.406 0.132 -0.653 1.0 0.1 -0.2 -0.14
N -2.289 -0.153 -0.659 -0.2 0.3 0.1 0.16
H -5.341 -0.354 -0.973 -0.5 0.2 0.2 0.10
H -4.992 1.385 -1.249 -0.1 0.1 0.4 0.10
H -4.949 0.665 0.486 -0.8 0.4 -0.2 0.10
C -1.356 -3.034 4.547 1.0 0.0 -0.6 -0.07
C -1.502 -3.345 3.118 -0.7 -0.8 -2.3 -0.27
N -1.664 -3.570 1.980 0.4 0.5 2.7 0.13
H -1.320 -3.911 5.193 -0.8 -0.1 -0.2 0.08
H -2.091 -2.272 4.807 0.2 -0.2 0.3 0.09
H -0.332 -2.680 4.659 -0.1 0.7 0.0 0.08
C 4.983 -1.133 -0.708 0.3 -0.3 -0.9 -0.02
C 3.556 -0.973 -0.650 -6.3 0.5 1.3 -0.13
N 2.373 -0.839 -0.542 4.8 0.0 -0.8 0.16
H 5.465 -0.198 -0.421 0.1 -0.2 0.0 0.11
H 5.167 -1.386 -1.752 0.4 0.4 -0.2 0.10
H 5.373 -2.011 -0.193 -0.4 0.3 0.5 0.10
```
Positions in Å, forces in eV/Å.

(7)
Entry from the OMol25 dataset: the molecule C6H9FO (ωB97M-V/def2-TZVPD).

## Properties
LUMO level = 0.7 eV
Frontier orbital gap = 9.6 eV
SMILES = C=COC(=C)CCF
Strongest force on any atom = 6.96 eV/Å

Geometry as XYZ:
```
17
Properties=species:S:1:pos:R:3:forces:R:3:lowdin_charge:R:1
C 1.924 -0.067 0.356 2.7 1.6 1.2 -0.31
C 0.811 -0.226 -0.530 -2.9 -0.8 -5.7 -0.19
C -0.372 0.666 -0.089 3.7 5.6 1.8 -0.39
C -0.004 1.898 0.567 0.5 0.3 -2.5 0.06
C -2.327 -0.499 -0.321 0.7 -1.7 1.6 -0.19
C -2.102 -1.354 0.736 0.4 1.1 1.2 0.02
H 1.665 -0.357 1.406 0.6 0.6 -0.6 0.14
H 2.395 1.077 0.211 -1.2 -3.3 1.0 0.16
H 0.496 -1.363 -0.962 0.9 2.9 2.1 0.19
H 1.296 0.221 -1.572 -1.8 -0.9 2.2 0.17
H 1.151 2.287 0.557 -3.2 -1.5 0.5 0.09
H -0.687 2.867 0.618 0.9 -2.7 0.1 0.09
H -3.001 -0.559 -1.151 -0.7 -0.9 0.1 0.11
H -2.601 -2.325 0.975 0.0 1.1 -1.0 0.06
H -1.445 -1.104 1.702 -1.0 0.0 -2.8 0.11
O -1.606 0.635 -0.603 -0.4 -1.0 0.5 -0.05
F 2.888 -0.925 -0.141 0.8 -0.3 0.4 -0.07
```
Positions in Å, forces in eV/Å.

(8)
Entry from the OMol25 dataset: a structure of composition C6H9INO (ωB97M-V/def2-TZVPD).

## Properties
LUMO level = -4.3 eV
Frontier orbital gap = 9.1 eV
Strongest force on any atom = 3.53 eV/Å
Charge = +1

Geometry as XYZ:
```
18
Properties=species:S:1:pos:R:3:forces:R:3:lowdin_charge:R:1
C 2.437 0.570 -1.842 0.2 -0.2 -2.3 -0.61
C -1.569 -1.006 0.857 1.9 1.6 -1.4 -0.01
C -0.696 0.999 -0.443 -1.7 -0.8 -0.5 -0.14
C 0.563 0.314 1.292 1.9 -0.3 -1.5 0.04
C -1.630 0.495 0.643 1.5 -2.9 -1.0 -0.09
C -0.714 -0.175 1.725 -0.1 2.2 1.7 -0.16
N 0.589 0.782 0.075 1.3 1.0 1.4 0.04
O 2.954 1.332 -2.764 -0.1 2.5 2.5 -0.14
I 2.093 -1.181 -2.906 -0.2 -0.8 0.5 0.93
H -2.308 -1.382 1.439 -2.3 -1.4 1.2 0.09
H -1.025 -1.677 0.230 -0.2 -0.2 -0.8 0.13
H -0.679 0.455 -1.377 -0.9 -0.6 -0.4 0.13
H -0.902 1.998 -0.758 0.2 1.0 0.3 0.14
H 1.511 0.306 1.840 -0.4 -0.3 0.0 0.16
H -2.489 1.002 0.878 -1.8 1.1 0.6 0.12
H -0.924 -0.173 2.802 0.1 0.2 -0.6 0.16
H 2.980 2.225 -2.273 0.5 -1.1 -1.5 0.16
H 1.412 1.015 -0.646 0.0 -0.9 1.6 0.06
```
Positions in Å, forces in eV/Å.

(9)
Entry from the OMol25 dataset: the molecule C6H9IO2 (ωB97M-V/def2-TZVPD).

## Properties
LUMO level = 0.2 eV
Frontier orbital gap = 8.2 eV
SMILES = CC1=C([C@@H](C)I)OCO1
Strongest force on any atom = 4.20 eV/Å

Geometry as XYZ:
```
18
Properties=species:S:1:pos:R:3:forces:R:3:lowdin_charge:R:1
C -0.057 0.847 -0.896 1.0 1.3 -0.2 -0.25
C 0.255 -0.156 -0.101 -2.3 -0.4 1.6 -0.32
C 1.708 -0.268 -1.740 0.0 2.7 3.2 -0.15
C -0.947 2.034 -0.604 0.5 -1.3 0.7 0.01
C -0.441 -1.952 1.487 -2.4 0.0 -0.4 -0.16
C -0.563 -0.481 1.163 1.9 1.2 -2.0 -0.58
O 0.783 0.778 -2.003 -1.1 0.7 -1.1 -0.01
O 1.060 -1.050 -0.768 0.7 -1.4 0.3 -0.01
I 0.220 0.693 2.957 -0.2 -0.3 -0.7 0.66
H 1.971 -0.764 -2.625 0.3 -0.9 -1.0 0.12
H 2.559 0.270 -1.184 -0.4 -0.9 -1.0 0.16
H -1.176 2.622 -1.468 -0.2 0.3 -0.4 0.08
H -0.492 2.625 0.179 0.5 0.5 -0.1 0.07
H -1.834 1.684 -0.067 -0.3 0.0 -0.6 0.08
H 0.529 -2.407 1.310 0.0 0.3 0.0 0.09
H -0.786 -2.041 2.491 0.2 -0.6 1.0 0.03
H -1.251 -2.480 0.921 0.9 0.2 0.0 0.10
H -1.538 0.044 0.945 0.8 -1.3 0.9 0.08
```
Positions in Å, forces in eV/Å.

(10)
Entry from the OMol25 dataset: a structure of composition C6H9IO4S (ωB97M-V/def2-TZVPD).

## Properties
LUMO level = 0.0 eV
Frontier orbital gap = 9.7 eV
Strongest force on any atom = 3.36 eV/Å

Geometry as XYZ:
```
21
Properties=species:S:1:pos:R:3:forces:R:3:lowdin_charge:R:1
C 0.537 1.853 -0.719 -0.4 -1.4 1.9 -0.45
C 0.094 -1.585 1.738 -2.4 -1.1 -1.1 -0.22
C -0.143 -0.101 1.680 0.9 2.8 0.7 -0.21
C 0.661 -2.062 0.386 -1.0 0.9 1.4 -0.22
C -0.943 0.209 0.435 0.0 -2.2 -1.4 -0.88
C 0.447 2.491 -2.047 0.4 1.8 1.8 0.05
O 1.426 1.804 0.073 0.8 0.5 -0.7 0.13
O -1.475 -2.188 -1.013 -1.2 -0.2 0.1 -0.36
O 0.314 -0.742 -1.890 -0.7 0.4 1.3 -0.30
O -0.698 1.268 -0.335 0.1 2.9 -1.7 -0.18
S -0.438 -1.246 -0.736 1.6 -1.1 -1.7 0.66
I -3.118 0.170 0.413 0.3 -0.1 0.7 0.97
H 0.764 -1.987 2.459 0.1 0.1 1.2 0.11
H -0.963 -2.019 1.776 1.4 0.0 0.7 0.13
H -0.742 0.327 2.520 0.8 -0.6 -0.3 0.13
H 0.813 0.562 1.550 -1.6 -1.5 0.5 0.15
H 1.571 -1.527 0.358 1.6 -0.1 -0.7 0.09
H 0.668 -3.158 0.345 0.1 0.5 -0.6 0.13
H 0.422 1.760 -2.770 0.0 -1.8 -1.7 0.06
H 1.306 3.165 -2.162 -0.4 -0.2 -0.1 0.11
H -0.502 3.005 -2.061 -0.2 0.4 -0.2 0.10
```
Positions in Å, forces in eV/Å.

(11)
Entry from the OMol25 dataset: the molecule C6H9N (ωB97M-V/def2-TZVPD).

## Properties
LUMO level = 1.0 eV
Frontier orbital gap = 10.3 eV
SMILES = [H]/N=C/CC(C)=C=C
Strongest force on any atom = 0.42 eV/Å

Geometry as XYZ:
```
16
Properties=species:S:1:pos:R:3:forces:R:3:lowdin_charge:R:1
C 1.743 1.152 1.120 0.0 0.0 0.0 -0.06
C 0.630 0.356 0.460 0.0 -0.3 -0.2 -0.29
C 0.873 -0.793 -0.115 -0.1 0.0 0.0 -0.09
C 1.013 -1.929 -0.743 0.0 0.1 0.0 0.01
C -1.842 -0.152 0.012 -0.1 0.2 0.0 -0.27
C -0.801 0.882 0.374 0.0 0.1 0.0 -0.15
N -2.706 0.089 -0.886 0.2 -0.2 0.3 0.09
H 1.789 2.183 0.749 -0.1 -0.2 0.0 0.08
H 2.715 0.688 0.920 -0.2 0.0 0.0 0.08
H 1.629 1.203 2.210 -0.2 0.0 -0.2 0.08
H 0.928 -2.879 -0.223 0.0 0.1 -0.1 0.06
H 1.201 -1.946 -1.813 0.1 0.0 0.1 0.06
H -1.833 -1.074 0.611 0.0 0.1 -0.1 0.12
H -0.874 1.678 -0.377 0.1 0.0 0.2 0.12
H -1.122 1.313 1.333 0.2 0.0 0.0 0.12
H -3.381 -0.676 -0.952 0.1 0.1 0.0 0.05
```
Positions in Å, forces in eV/Å.

(12)
Entry from the OMol25 dataset: the molecule C6H9N (ωB97M-V/def2-TZVPD).

## Properties
LUMO level = 1.0 eV
Frontier orbital gap = 10.2 eV
SMILES = CC#CC[C@H]1CN1
Strongest force on any atom = 0.78 eV/Å

Geometry as XYZ:
```
16
Properties=species:S:1:pos:R:3:forces:R:3:lowdin_charge:R:1
C -1.064 -3.153 -0.951 0.2 -0.2 0.0 -0.11
C -0.816 -1.921 -0.232 0.3 0.4 0.1 -0.10
C -0.359 -0.924 0.262 -0.6 -0.2 -0.2 -0.04
C -0.301 0.379 0.904 -0.1 0.2 0.1 -0.19
C 0.878 1.272 0.617 0.1 -0.2 0.1 -0.34
C 0.877 2.193 -0.538 0.0 0.0 -0.3 -0.15
N 0.563 2.683 0.804 0.2 0.3 0.2 0.01
H -1.244 -2.935 -2.010 0.2 -0.3 0.2 0.08
H -1.881 -3.772 -0.572 0.0 0.3 0.1 0.08
H -0.133 -3.694 -0.787 -0.1 -0.5 -0.6 0.08
H -0.390 0.221 1.983 0.0 0.2 0.0 0.12
H -1.203 0.903 0.574 0.1 0.2 0.2 0.13
H 1.850 0.911 0.956 -0.2 0.1 0.0 0.14
H 0.042 2.183 -1.236 0.1 0.0 0.1 0.10
H 1.835 2.466 -0.979 -0.2 -0.1 0.1 0.10
H 1.346 3.189 1.204 0.0 0.0 -0.1 0.09
```
Positions in Å, forces in eV/Å.

(13)
Entry from the OMol25 dataset: a structure of composition C6H9N (ωB97M-V/def2-TZVPD).

## Properties
LUMO level = 1.2 eV
Frontier orbital gap = 9.5 eV
Strongest force on any atom = 1.63 eV/Å

Geometry as XYZ:
```
16
Properties=species:S:1:pos:R:3:forces:R:3:lowdin_charge:R:1
C -0.614 1.676 0.913 -0.2 0.1 0.1 -0.09
N 0.467 0.851 0.433 -0.1 0.1 0.1 -0.13
C 0.687 -0.508 0.928 0.2 0.0 0.3 -0.18
C -0.062 -1.492 0.012 0.4 -0.2 -0.4 -0.15
C -0.816 -0.628 -0.993 0.0 0.0 -0.1 -0.09
C 0.438 0.291 -0.936 0.1 0.4 -0.3 -0.20
C 1.264 -0.886 -0.378 0.4 -0.1 -0.3 -0.13
H -1.607 1.205 0.906 0.1 0.0 0.0 0.07
H -0.644 2.579 0.294 -0.1 -0.1 0.1 0.09
H -0.377 1.980 1.937 -0.1 0.0 -0.1 0.08
H 0.994 -0.721 1.946 0.0 0.0 -0.2 0.14
H 0.083 -2.553 -0.070 -1.1 -0.6 1.1 0.12
H -1.772 -0.160 -0.714 0.2 -0.3 0.0 0.09
H -0.952 -1.177 -1.926 0.2 0.2 -0.1 0.11
H 0.713 0.932 -1.772 -0.1 0.2 0.2 0.13
H 2.197 -1.388 -0.579 -0.1 0.1 -0.3 0.13
```
Positions in Å, forces in eV/Å.